Entry 1:
Below is a cluster of 2 separate species, C3H10NO in total, with properties calculated with wB97M-V/def2-TZVPD.

Geometry as XYZ:
```
15
Properties=species:S:1:pos:R:3:forces:R:3
C 2.5354 -0.2954 1.2116 -2.066 5.449 0.415
C 1.2087 -0.5283 0.4591 -0.060 -0.158 -0.878
C 0.5509 0.4959 -0.1497 3.149 0.510 1.980
N -0.6727 0.2218 -0.8868 -1.640 1.483 -2.342
H 3.0793 -1.1210 1.5050 1.130 -1.778 0.031
H 3.0959 0.5195 0.5867 -0.455 -1.926 1.154
H 2.3312 0.3271 2.2395 0.192 -1.613 -2.357
H 0.8813 -1.6114 0.2756 0.240 1.622 0.529
H 1.0364 1.5784 -0.0251 -1.833 -2.356 -0.733
H -0.4964 -0.1460 -1.8834 -0.070 0.415 1.757
H -1.2308 -0.5133 -0.3702 0.020 1.373 -0.855
H -1.2807 1.1553 -1.1124 1.565 -2.961 1.329
H -3.9750 -0.5687 -0.1313 -4.696 -3.154 2.229
H -3.6609 0.5324 -1.1846 -2.040 1.515 -1.966
O -3.4026 -0.0462 -0.5340 6.564 1.580 -0.291
```
Positions in Å, forces in eV/Å.

Values from the calculation:
total charge: +1
gap between HOMO and LUMO: 10.5 eV
HOMO energy: -0.52163 Eh


Entry 2:
Below is a structure of composition C33H45BF4FeN3OSi, with properties calculated with wB97M-V/def2-TZVPD.

Geometry as XYZ:
```
89
Properties=species:S:1:pos:R:3:forces:R:3
Fe 0.1602 0.2344 -0.6800 -0.351 0.130 -0.029
O 0.2245 -0.2554 1.6236 -0.114 0.273 -0.221
C 0.7361 -0.8410 2.5495 0.156 -0.130 0.173
C 0.5805 -0.3788 3.9714 -0.080 -0.055 0.088
C 1.7650 0.5806 4.2275 -0.035 -0.009 -0.068
C 3.1606 0.1177 3.7630 0.014 -0.044 0.008
C 3.3430 -0.0102 2.2366 -0.075 0.028 -0.039
C 2.8876 -1.3551 1.6626 -0.077 -0.073 0.005
N 1.6820 -1.8374 2.3873 0.125 0.070 -0.109
H 0.6064 -1.2353 4.6544 0.020 0.037 0.014
H -0.3628 0.1523 4.0937 0.001 -0.005 0.022
H 1.7924 0.8128 5.2946 0.029 0.001 0.026
H 1.5382 1.5145 3.7133 0.007 0.019 -0.025
H 3.4416 -0.8216 4.2648 -0.011 0.021 -0.020
H 3.8683 0.8648 4.1305 -0.017 0.024 -0.010
H 4.3833 0.1582 1.9546 0.007 -0.027 0.008
H 2.7805 0.7915 1.7493 0.046 -0.100 0.054
H 3.6552 -2.1207 1.7809 0.002 -0.025 0.019
H 2.6690 -1.2736 0.6024 -0.023 0.004 -0.006
H 1.9557 -2.1792 3.2942 0.080 -0.099 0.109
C 0.2080 1.0243 -5.7722 -0.005 0.002 -0.075
C -0.9759 1.0188 -5.0528 -0.086 0.005 0.081
C -0.9098 0.9611 -3.6677 -0.063 0.025 -0.029
N 0.2413 0.9179 -3.0036 0.043 -0.100 0.043
C 1.3787 0.9323 -3.6947 0.175 -0.004 -0.011
C 1.4070 0.9817 -5.0835 0.047 0.015 0.078
H 0.1944 1.0569 -6.8556 -0.001 0.004 -0.011
H -1.9403 1.0509 -5.5442 0.014 -0.002 -0.008
H -1.7980 0.9379 -3.0409 0.017 -0.006 -0.046
H 2.2988 0.8839 -3.1176 -0.145 -0.001 -0.092
H 2.3593 0.9771 -5.5974 -0.009 0.004 0.010
F 2.8121 0.2796 -1.0273 0.590 0.003 -0.026
B 4.2291 0.3487 -1.2394 -0.110 -0.060 0.012
F 4.7621 1.4094 -0.4745 -0.095 -0.301 -0.222
F 4.4528 0.5831 -2.6222 0.028 -0.063 0.354
F 4.8128 -0.8798 -0.8490 -0.131 0.407 -0.115
C 0.7962 2.5075 -0.4865 0.162 -0.195 0.020
C 1.0130 2.9619 0.8202 0.026 0.185 0.050
C -0.0623 3.2790 1.7155 0.012 -0.040 -0.007
C 0.1563 3.7949 2.9650 0.018 0.032 -0.015
C 1.4618 4.0429 3.4409 0.016 0.031 0.043
C 2.5391 3.7031 2.5936 -0.038 -0.035 0.007
C 2.3318 3.1683 1.3505 -0.062 0.051 -0.059
C 1.6860 4.5898 4.7342 -0.033 -0.054 -0.107
N 1.8682 5.0334 5.7884 -0.003 -0.005 -0.011
H 1.6636 2.4643 -1.1408 -0.086 0.075 0.037
H -0.1495 2.7545 -0.9595 0.028 -0.020 0.067
H -1.0767 3.0945 1.3757 0.040 -0.007 0.010
H -0.6887 4.0241 3.6054 -0.005 0.007 0.014
H 3.5526 3.8633 2.9434 0.031 0.019 0.009
H 3.1807 2.9156 0.7214 -0.052 0.005 0.047
C 2.3512 -4.0058 -0.6897 0.082 0.002 -0.069
Si 0.5622 -3.5099 -1.0394 0.019 -0.038 0.043
C 0.0022 -4.6591 -2.4499 -0.050 -0.066 -0.078
C -0.4228 -4.1290 0.4514 -0.125 0.005 0.108
C 0.3869 -1.7566 -1.4913 0.027 0.256 -0.141
H 2.4816 -5.0858 -0.8325 0.009 0.072 0.022
H 2.6179 -3.7675 0.3413 0.040 0.011 0.009
H 3.0533 -3.4784 -1.3462 -0.072 -0.059 0.094
H 0.1128 -5.7172 -2.1807 -0.014 0.043 -0.037
H 0.5909 -4.4695 -3.3544 -0.030 -0.018 0.053
H -1.0505 -4.4782 -2.6987 0.071 -0.016 0.018
H -0.1933 -5.1877 0.6286 -0.026 0.058 0.006
H -1.5045 -4.0363 0.3014 0.100 -0.015 0.003
H -0.1557 -3.5637 1.3502 -0.010 -0.050 -0.090
H -0.5154 -1.6586 -2.1208 -0.009 -0.074 0.006
H 1.2355 -1.5421 -2.1615 -0.008 -0.079 -0.010
C -2.7601 -1.4541 0.2897 -0.006 -0.072 -0.004
C -3.0717 0.0399 0.1202 0.048 -0.025 -0.089
C -3.2970 0.6235 1.5249 -0.013 0.036 0.030
C -1.8875 0.7593 -0.5201 -0.136 -0.060 0.024
C -4.2926 0.2183 -0.7795 0.042 0.004 -0.005
C -5.4028 0.9866 -0.4331 -0.039 -0.016 0.004
C -6.4644 1.1759 -1.3155 0.040 -0.011 0.015
C -6.4462 0.5973 -2.5738 -0.006 0.023 0.017
C -5.3461 -0.1729 -2.9397 0.049 -0.028 0.015
C -4.2929 -0.3550 -2.0588 0.030 -0.020 -0.040
H -1.8233 -1.5580 0.8401 -0.049 0.009 -0.004
H -2.6125 -1.9536 -0.6712 0.000 0.064 0.066
H -3.5561 -1.9802 0.8349 0.029 0.050 -0.047
H -2.3912 0.4570 2.1119 -0.024 -0.014 -0.035
H -4.1469 0.1517 2.0394 0.046 0.020 -0.019
H -3.4614 1.7045 1.4901 -0.013 -0.047 -0.021
H -2.2084 1.7938 -0.7438 0.000 -0.004 0.047
H -5.4446 1.4529 0.5424 -0.008 0.002 -0.005
H -7.3090 1.7835 -1.0099 -0.005 0.005 -0.002
H -7.2700 0.7460 -3.2628 0.010 -0.004 0.013
H -5.3062 -0.6321 -3.9223 -0.002 0.016 0.027
H -3.4330 -0.9385 -2.3698 -0.021 0.025 0.028
```
Positions in Å, forces in eV/Å.

Values from the calculation:
total charge: -2
gap between HOMO and LUMO (alpha / beta): 5.1 / 5.7 eV
⟨S²⟩: 8.77
2S+1: 6
HOMO energy (alpha / beta): -0.02901 / -0.04914 Eh


Entry 3:
Below is an isolated molecule of C12H12N4O4S3, with properties calculated with wB97M-V/def2-TZVPD.

Geometry as XYZ:
```
35
Properties=species:S:1:pos:R:3:forces:R:3
O -1.6568 1.0408 6.9155 -0.214 -0.130 -0.882
N -2.7521 1.2308 6.4029 -0.435 0.303 2.478
O -3.7497 1.5488 7.0658 0.784 -0.214 -0.773
C -2.9413 1.0985 5.0170 -1.091 0.091 -2.790
C -4.0871 1.5693 4.3693 1.281 -0.939 -1.066
C -4.0028 1.3066 2.9236 -0.019 0.473 2.653
C -2.8487 0.6658 2.5735 -1.107 0.457 1.008
C -2.5209 0.3470 1.2231 2.428 -1.001 -1.501
N -1.2767 -0.0274 0.9641 -0.846 0.422 -1.136
C -1.0801 -0.1542 -0.4162 0.328 -0.231 0.786
C 0.2351 -0.3808 -1.0310 2.393 0.276 1.623
N 1.3425 -0.3618 -0.2956 -1.350 0.295 -2.035
N 2.5717 -0.3524 -0.8900 -0.677 -0.604 0.993
C 2.7708 -0.1628 -2.3379 -0.084 -0.699 1.167
C 4.2493 -0.1564 -2.7013 -0.561 -0.112 2.212
S 4.9400 1.2629 -1.8272 2.795 2.848 -2.161
O 4.4968 2.4871 -2.5052 -0.533 -1.438 0.667
O 6.4015 1.1628 -1.7859 -1.532 -0.904 0.614
C 4.2050 1.2552 -0.2091 -0.170 0.075 -0.010
C 3.6769 -0.1043 0.0755 -1.537 -1.094 -0.917
C -2.1750 0.0533 -1.1899 -0.701 0.194 0.181
S -3.5407 0.4676 -0.1899 0.593 -0.078 0.091
S -1.7739 0.3332 3.9085 -1.170 0.797 0.408
H -4.9346 2.0497 4.8660 0.545 -0.212 -0.140
H -4.7752 1.6478 2.2515 0.077 -0.138 -0.184
H 0.2571 -0.4208 -2.1137 -0.010 0.008 -0.103
H 2.2812 0.7361 -2.6612 -0.219 0.788 -0.244
H 2.2756 -0.9757 -2.8296 -0.246 -0.622 -0.508
H 4.3784 -0.0110 -3.7385 0.343 0.439 -1.087
H 4.7664 -1.0684 -2.3786 -0.111 0.266 -0.055
H 4.9378 1.5030 0.5259 0.869 0.494 0.188
H 3.4161 2.0193 -0.2284 0.186 -0.322 0.022
H 4.4002 -0.9214 -0.0250 0.260 0.374 0.043
H 3.2546 -0.1863 1.0752 -0.106 0.104 -0.120
H -2.2201 0.0191 -2.2818 -0.162 0.034 0.580
```
Positions in Å, forces in eV/Å.

Values from the calculation:
total charge: 0
gap between HOMO and LUMO: 7.0 eV
HOMO energy: -0.30373 Eh


Entry 4:
Below is a cluster of 2 separate species, C5H8ClNS in total, with properties calculated with wB97M-V/def2-TZVPD.

Geometry as XYZ:
```
16
Properties=species:S:1:pos:R:3:forces:R:3
C 1.3079 1.2017 -1.2613 -0.964 0.565 3.378
C -0.0367 0.7491 -1.2393 2.743 0.770 -3.336
C -1.2874 -1.8177 -0.7512 -0.613 1.171 1.567
C 0.6826 -0.1811 1.4224 -3.030 -1.946 -0.920
C -0.7013 0.3929 1.0609 0.954 0.126 0.954
N -0.9157 0.5467 -0.3397 -2.443 -1.207 1.295
S -0.6052 -2.2757 -2.0396 0.409 -0.793 -1.119
Cl -2.3446 -2.3455 0.4605 0.213 -0.175 -0.582
H 1.8421 1.3174 -2.1527 0.383 0.071 -1.333
H 1.8341 1.6650 -0.3390 -1.027 -0.908 -1.692
H -0.4035 0.5682 -2.3043 0.273 0.170 1.259
H 0.6720 -1.1765 0.9962 0.487 -0.610 0.197
H 1.3804 0.3635 0.8915 1.718 1.019 -0.100
H 0.6884 -0.2129 2.4739 0.851 -0.018 1.283
H -1.5614 -0.1383 1.5745 1.048 0.683 -0.815
H -0.5517 1.3432 1.5469 -1.002 1.082 -0.037
```
Positions in Å, forces in eV/Å.

Values from the calculation:
total charge: 0
gap between HOMO and LUMO (alpha / beta): 6.6 / 8.0 eV
HOMO energy (alpha / beta): -0.27474 / -0.30755 Eh


Entry 5:
Below is a structure of composition C3H8Cl2N2, with properties calculated with wB97M-V/def2-TZVPD.

Geometry as XYZ:
```
15
Properties=species:S:1:pos:R:3:forces:R:3
C -0.8768 1.1865 -0.1862 -0.775 2.818 -1.753
C -0.6415 -0.5151 1.6066 -1.428 1.065 1.785
C 0.1325 -0.9423 -0.6178 3.831 1.096 -0.034
N 1.9717 -0.5478 -0.8722 -1.806 -1.444 0.246
N -0.5381 -0.1168 0.2832 2.082 -1.127 -1.219
Cl -2.1602 -1.5267 1.8387 -0.534 0.037 0.342
Cl 0.0280 -2.6222 -0.2913 -0.100 -0.666 -0.190
H -0.0383 1.6517 -0.9270 -2.020 -1.383 1.670
H -1.9353 1.1891 -0.7028 2.087 -0.012 0.647
H -0.9815 1.9607 0.6320 0.298 -1.151 -0.593
H -0.8354 0.4289 2.1751 0.311 -1.100 -0.042
H 0.0707 -1.1796 2.1264 0.306 0.741 -0.994
H 0.2065 -0.6485 -1.6277 -1.798 -0.004 -1.042
H 2.2654 -1.3418 -1.5114 -0.644 1.071 0.753
H 2.3943 -0.8403 0.0006 0.192 0.061 0.421
```
Positions in Å, forces in eV/Å.

Values from the calculation:
total charge: 0
gap between HOMO and LUMO: 9.6 eV
HOMO energy: -0.32273 Eh


Entry 6:
Below is a cluster of 3 separate species, C13H20BrClN3P in total, with properties calculated with wB97M-V/def2-TZVPD.

Geometry as XYZ:
```
39
Properties=species:S:1:pos:R:3:forces:R:3
C 2.1696 -1.1965 -0.9787 -0.082 0.055 0.010
C 2.0511 -2.6585 -1.3951 -0.004 -0.026 -0.027
C 1.7503 -2.8260 -2.8775 0.015 -0.030 -0.127
N 2.8437 -2.2830 -3.7092 -0.070 0.163 0.112
P 2.8262 -0.8439 -4.5103 0.051 -0.001 -0.006
Cl 4.8919 -0.3495 -3.8919 -0.095 -0.047 -0.007
Br 0.6641 -1.0853 -5.4208 0.050 0.027 0.015
H 2.1399 -1.0945 0.1050 0.042 0.018 -0.027
H 1.3209 -0.6228 -1.3652 0.013 -0.023 0.028
H 3.0863 -0.7313 -1.3484 0.007 -0.055 -0.016
H 1.2437 -3.1415 -0.8373 0.012 0.031 -0.008
H 2.9686 -3.2045 -1.1465 -0.034 0.019 0.027
H 0.8302 -2.3044 -3.1316 0.019 -0.046 0.023
H 1.6064 -3.8747 -3.1452 0.047 0.008 0.042
H 3.7510 -2.4123 -3.2827 0.054 -0.082 0.002
H 2.4012 0.3350 -3.9106 0.046 0.016 -0.053
H 3.2897 -0.7782 -5.8133 -0.075 -0.002 0.012
C -2.0880 -1.9325 3.4427 0.008 -0.005 -0.005
C -2.1841 -0.8065 2.6426 -0.009 0.020 0.003
C -1.1087 -0.4691 1.8318 -0.021 -0.045 0.007
N 0.0188 -1.1768 1.7839 0.020 -0.033 -0.022
C 0.0993 -2.2567 2.5584 -0.032 0.000 0.019
C -0.9191 -2.6765 3.4010 0.000 0.003 -0.005
H -2.9067 -2.2256 4.0875 0.001 0.000 0.000
H -3.0722 -0.1886 2.6427 0.002 -0.001 0.002
H -1.1583 0.4162 1.2093 0.067 0.008 0.032
H 1.0274 -2.8169 2.5047 0.004 0.007 -0.006
H -0.7938 -3.5638 4.0068 -0.001 0.002 0.000
C -3.0801 5.2457 1.5385 0.001 -0.005 -0.003
C -2.1878 4.9475 2.5555 0.007 0.001 0.005
C -1.4536 3.7736 2.4696 -0.007 0.005 -0.010
N -1.5600 2.9134 1.4596 -0.037 -0.007 -0.037
C -2.4209 3.2115 0.4889 -0.008 0.038 0.017
C -3.2002 4.3591 0.4807 0.001 -0.001 -0.001
H -3.6703 6.1525 1.5693 0.001 -0.001 0.000
H -2.0579 5.6084 3.4016 -0.001 0.000 -0.002
H -0.7454 3.5112 3.2477 0.000 -0.009 0.000
H -2.4917 2.4981 -0.3255 0.008 -0.006 0.003
H -3.8816 4.5477 -0.3376 0.001 0.000 0.002
```
Positions in Å, forces in eV/Å.

Values from the calculation:
total charge: 0
gap between HOMO and LUMO: 10.4 eV
HOMO energy: -0.35400 Eh


Entry 7:
Below is an isolated molecule of C16H11N3S, with properties calculated with wB97M-V/def2-TZVPD.

Geometry as XYZ:
```
31
Properties=species:S:1:pos:R:3:forces:R:3
C 0.6013 1.9036 -5.3022 1.196 -2.403 -1.169
C 1.4444 0.8273 -5.4184 0.824 0.545 -1.100
S 1.7470 0.1271 -3.7932 -1.234 0.402 -0.712
C 0.4775 1.1540 -3.1458 -2.521 2.580 0.414
N -0.2173 1.4255 -1.8896 1.778 -2.572 3.019
C 0.2364 0.7926 -0.7433 -0.771 -0.020 0.726
C -0.6904 0.7582 0.2621 -2.135 1.988 -3.233
C -0.7198 0.2655 1.6276 -0.581 3.534 -0.935
C -1.1689 1.1057 2.6256 -0.237 -0.092 -0.421
C -0.9052 0.7550 3.9091 -1.711 0.377 3.451
N -0.3621 -0.3370 4.3361 1.277 -0.725 -0.252
C 0.0796 -1.1824 3.3666 -0.904 -0.238 0.974
C 0.6172 -2.4155 3.8126 0.568 -0.389 -1.041
C 0.9194 -3.3284 2.8149 1.112 -1.059 3.124
C 0.7495 -3.1509 1.4573 -0.564 2.269 -0.710
C 0.2566 -1.8934 1.0158 0.682 -2.392 1.063
C -0.1437 -0.9041 1.9770 2.073 -3.484 0.505
C -1.7613 1.5310 -0.4168 1.077 -1.576 1.681
N -1.5315 1.8956 -1.6388 1.334 -0.789 -1.283
C -0.0044 2.0046 -4.0750 -0.488 1.509 -0.838
H 0.3591 2.5137 -6.1239 -0.299 0.562 -0.944
H 1.8899 0.5562 -6.4662 -0.335 0.079 2.742
H 1.2098 0.4634 -0.5256 1.404 -0.443 -0.856
H -1.7850 1.9804 2.6386 0.063 0.615 -1.370
H -1.3659 1.3564 4.7438 0.691 -0.216 -0.965
H 0.8695 -2.6445 4.8841 -0.594 0.561 -1.297
H 1.4230 -4.2315 3.2285 -0.546 0.363 -0.814
H 1.0855 -3.9765 0.8366 -0.302 0.459 -0.426
H 0.1519 -1.7835 -0.0431 -0.241 0.480 -0.323
H -2.6816 1.6508 0.0984 -0.891 0.710 -0.195
H -0.7808 2.7812 -4.0528 0.276 -0.633 1.185
```
Positions in Å, forces in eV/Å.

Values from the calculation:
total charge: 0
gap between HOMO and LUMO: 8.0 eV
HOMO energy: -0.29853 Eh